[1]
{
  "formula": "C2H2BrO2S",
  "method": "ωB97M-V/def2-TZVPD",
  "charge": -1,
  "de_lowest_kcal_mol": 29.9,
  "gap_ev": 8.0,
  "molar_mass_g_mol": 170.007,
  "symbols": ["C", "C", "O", "O", "S", "Br", "H", "H"],
  "coordinates": [[0.259, -0.708, 0.814], [-0.509, 0.404, -0.162], [1.365, -1.035, 0.505], [-0.447, -1.057, 1.817], [0.343, 0.388, -1.781], [-0.769, 2.206, 0.482], [-1.750, 0.027, -0.494], [1.507, -0.227, -1.181]],
  "lowdin_charge": [-0.824, -1.063, -0.065, -0.112, 0.514, 0.507, 0.117, -0.075]
}



[2]
{
  "formula": "C35H58MnN3OP2",
  "method": "ωB97M-V/def2-TZVPD",
  "spin_multiplicity": 4,
  "s2": 3.8911,
  "charge": 3,
  "gap_ev": [6.7, 7.3],
  "molar_mass_g_mol": 653.755,
  "symbols": ["C", "C", "C", "C", "C", "H", "H", "H", "N", "P", "P", "C", "H", "H", "C", "H", "C", "C", "C", "C", "C", "H", "H", "H", "C", "H", "H", "H", "C", "H", "H", "H", "C", "H", "H", "H", "C", "H", "H", "H", "C", "H", "H", "H", "C", "H", "H", "H", "C", "H", "H", "H", "C", "H", "H", "H", "C", "H", "H", "H", "C", "H", "H", "H", "C", "H", "H", "H", "Mn", "C", "O", "N", "C", "C", "C", "C", "C", "H", "H", "H", "H", "H", "H", "H", "H", "H", "C", "C", "C", "C", "N", "C", "C", "H", "H", "H", "H", "H", "H", "H"],
  "coordinates": [[-2.510, 1.408, -1.523], [-2.083, -0.908, -1.412], [-3.619, 1.193, -2.336], [-3.278, -1.155, -2.139], [-4.075, -0.093, -2.581], [-4.083, 2.026, -2.802], [-3.459, -2.182, -2.461], [-4.913, -0.329, -3.233], [-1.916, 0.394, -0.900], [-1.022, 3.037, 0.309], [-0.155, -2.909, -0.346], [-2.040, 2.875, -1.249], [-1.448, 3.285, -2.112], [-2.956, 3.525, -1.212], [-0.927, -1.877, -1.751], [-1.429, -2.693, -2.377], [0.546, -4.459, -1.251], [-0.574, -3.526, 1.447], [0.526, 4.072, -0.016], [-2.316, 3.895, 1.385], [2.054, -4.156, -1.093], [2.429, -4.257, -0.053], [2.636, -4.837, -1.736], [2.268, -3.122, -1.390], [0.191, -5.880, -0.796], [0.516, -6.227, 0.187], [-0.895, -6.062, -0.886], [0.679, -6.540, -1.535], [0.043, -4.468, -2.687], [0.715, -5.071, -3.304], [-0.967, -4.899, -2.787], [-0.023, -3.454, -3.077], [0.715, -4.209, 1.921], [1.544, -3.490, 1.977], [0.564, -4.635, 2.914], [1.060, -5.016, 1.267], [-0.860, -2.309, 2.337], [0.010, -1.651, 2.405], [-1.734, -1.711, 1.967], [-1.124, -2.677, 3.351], [-1.810, -4.412, 1.373], [-1.597, -5.413, 0.954], [-2.215, -4.535, 2.415], [-2.600, -3.905, 0.763], [-1.840, 3.947, 2.845], [-2.569, 4.548, 3.413], [-1.794, 2.956, 3.315], [-0.859, 4.436, 2.958], [-3.662, 3.151, 1.321], [-4.050, 3.090, 0.300], [-3.615, 2.149, 1.742], [-4.396, 3.733, 1.902], [-2.549, 5.317, 0.864], [-3.416, 5.747, 1.393], [-1.703, 5.977, 1.068], [-2.765, 5.324, -0.212], [1.044, 3.637, -1.407], [0.429, 4.097, -2.203], [2.075, 4.011, -1.540], [1.053, 2.538, -1.532], [1.571, 3.844, 1.118], [1.968, 2.805, 1.172], [2.420, 4.523, 0.940], [1.156, 4.116, 2.109], [0.260, 5.581, -0.048], [-0.549, 5.855, -0.734], [0.085, 5.974, 0.961], [1.164, 6.082, -0.421], [-0.250, 0.757, 0.492], [-1.457, 0.864, 1.906], [-2.072, 0.658, 2.878], [0.675, -0.197, -0.870], [0.351, -1.050, -1.817], [1.158, -0.953, -3.116], [1.064, -2.049, -4.169], [0.783, 0.398, -3.778], [2.641, -0.809, -2.654], [1.461, -3.010, -3.805], [0.034, -2.165, -4.567], [1.715, -1.791, -5.054], [1.125, 1.224, -3.158], [1.254, 0.493, -4.772], [-0.321, 0.478, -3.912], [3.293, -0.405, -3.443], [2.678, -0.135, -1.806], [3.084, -1.802, -2.338], [4.799, 0.272, 4.420], [3.517, 0.248, 3.627], [3.431, -0.494, 2.456], [2.255, -0.504, 1.717], [1.236, 0.354, 1.982], [1.256, 0.985, 3.190], [2.390, 0.946, 4.018], [5.220, -0.725, 4.559], [5.571, 0.860, 3.918], [4.657, 0.707, 5.407], [4.271, -1.063, 2.104], [2.132, -1.201, 0.867], [0.357, 1.536, 3.512], [2.366, 1.492, 4.957]],
  "mulliken_spin": [0.005, 0.043, 0.001, 0.012, -0.001, 0.000, 0.001, 0.000, -0.134, -0.031, 0.341, 0.004, 0.003, 0.000, 0.082, -0.013, 0.090, 0.184, -0.056, 0.000, 0.097, 0.000, 0.010, -0.036, 0.020, 0.002, -0.002, 0.002, 0.014, 0.000, 0.000, -0.001, 0.034, -0.015, 0.001, -0.001, 0.073, -0.015, -0.005, -0.005, 0.017, 0.002, 0.011, -0.001, 0.002, 0.000, 0.000, 0.000, -0.005, 0.000, 0.000, 0.001, -0.004, -0.001, 0.000, 0.000, -0.018, 0.001, 0.000, 0.017, 0.000, 0.005, 0.001, 0.004, -0.010, 0.000, 0.000, -0.001, 2.362, -0.100, 0.039, 0.065, -0.041, -0.007, 0.000, 0.007, -0.005, 0.001, 0.000, -0.001, -0.003, 0.000, 0.000, 0.000, -0.003, 0.000, 0.001, 0.003, 0.017, 0.054, -0.116, 0.030, -0.001, 0.000, 0.000, 0.000, 0.000, -0.025, -0.004, -0.001]
}



[3]
{
  "formula": "C30H55ClN10",
  "method": "ωB97M-V/def2-TZVPD",
  "charge": 4,
  "de_lowest_kcal_mol": 57.2,
  "gap_ev": 7.1,
  "molar_mass_g_mol": 591.293,
  "symbols": ["C", "C", "N", "C", "C", "N", "C", "C", "H", "H", "H", "H", "H", "H", "H", "H", "H", "H", "H", "C", "C", "N", "C", "C", "N", "C", "C", "H", "H", "H", "H", "H", "H", "H", "H", "H", "H", "H", "C", "C", "N", "C", "C", "N", "C", "C", "H", "H", "H", "H", "H", "H", "H", "H", "H", "H", "H", "C", "C", "N", "C", "C", "N", "C", "C", "H", "H", "H", "H", "H", "H", "H", "H", "H", "H", "H", "C", "C", "N", "C", "C", "N", "C", "C", "H", "H", "H", "H", "H", "H", "H", "H", "H", "H", "H", "Cl"],
  "coordinates": [[-4.188, 0.157, -2.696], [-4.697, 0.291, -4.143], [-4.275, 1.681, -4.677], [-4.560, 2.868, -4.079], [-4.087, 3.810, -4.933], [-3.500, 3.174, -5.927], [-3.659, 1.894, -5.826], [-3.058, 3.788, -7.288], [-3.107, 0.228, -2.592], [-4.462, -0.838, -2.353], [-4.715, 0.865, -2.032], [-5.803, 0.226, -4.210], [-4.254, -0.491, -4.775], [-5.160, 2.948, -3.174], [-4.223, 4.863, -4.918], [-3.347, 1.151, -6.537], [-2.491, 2.966, -7.715], [-2.433, 4.659, -7.143], [-3.977, 3.989, -7.833], [4.649, -3.348, 3.508], [4.552, -4.679, 2.826], [3.045, -5.147, 2.746], [2.120, -5.312, 3.715], [0.958, -5.733, 3.128], [1.201, -5.675, 1.788], [2.456, -5.346, 1.581], [0.285, -6.191, 0.693], [4.270, -3.380, 4.543], [4.151, -2.587, 2.900], [5.701, -3.037, 3.596], [5.035, -5.537, 3.308], [4.880, -4.650, 1.792], [2.317, -5.049, 4.745], [-0.033, -5.984, 3.493], [2.978, -5.356, 0.644], [0.185, -5.437, -0.098], [-0.697, -6.472, 1.084], [0.718, -7.082, 0.239], [3.913, 1.112, -1.240], [4.085, 2.689, -1.151], [3.776, 3.246, -2.562], [2.677, 3.950, -2.857], [2.712, 4.241, -4.189], [3.803, 3.684, -4.679], [4.444, 3.049, -3.677], [4.404, 3.880, -6.043], [4.678, 0.606, -1.809], [2.906, 0.831, -1.556], [3.996, 0.751, -0.208], [5.147, 2.868, -0.948], [3.469, 3.175, -0.396], [1.946, 4.071, -2.055], [2.055, 4.756, -4.866], [5.366, 2.494, -3.811], [4.690, 4.922, -6.159], [3.695, 3.572, -6.790], [5.259, 3.216, -6.125], [-2.153, 2.749, 6.805], [-2.606, 1.300, 6.447], [-3.015, 1.241, 5.028], [-4.257, 1.544, 4.510], [-4.128, 1.457, 3.188], [-2.835, 1.113, 2.927], [-2.178, 0.950, 4.100], [-2.115, 1.049, 1.684], [-2.895, 3.424, 6.369], [-1.131, 3.023, 6.546], [-2.299, 2.802, 7.899], [-3.456, 0.987, 7.076], [-1.770, 0.568, 6.573], [-5.090, 1.707, 5.186], [-4.844, 1.452, 2.395], [-1.196, 0.555, 4.084], [-2.717, 0.526, 0.946], [-1.140, 0.573, 1.770], [-1.972, 2.073, 1.340], [1.991, 0.287, 2.372], [1.764, -1.251, 2.410], [0.534, -1.582, 1.548], [-0.652, -2.175, 1.993], [-1.386, -2.400, 0.907], [-0.655, -2.011, -0.183], [0.503, -1.506, 0.241], [-1.064, -1.992, -1.660], [2.881, 0.411, 3.007], [1.196, 0.788, 2.937], [2.178, 0.717, 1.390], [1.531, -1.644, 3.414], [2.624, -1.715, 1.892], [-0.668, -2.196, 3.119], [-2.317, -2.935, 0.761], [1.227, -1.127, -0.442], [-1.130, -0.961, -1.975], [-2.027, -2.489, -1.762], [-0.296, -2.484, -2.254], [-0.234, -2.168, 5.149]],
  "lowdin_charge": [-0.083, -0.091, -0.035, 0.002, -0.023, -0.077, -0.052, 0.101, 0.055, 0.080, 0.081, 0.146, 0.128, 0.149, 0.146, 0.174, 0.092, 0.100, 0.113, -0.064, -0.093, -0.016, -0.006, 0.015, -0.080, -0.078, 0.048, 0.100, 0.048, 0.102, 0.139, 0.116, 0.148, 0.151, 0.165, 0.083, 0.103, 0.104, -0.062, -0.061, -0.045, -0.025, -0.025, -0.077, -0.016, 0.069, 0.075, 0.062, 0.062, 0.132, 0.122, 0.145, 0.147, 0.178, 0.116, 0.098, 0.104, -0.044, -0.126, -0.045, 0.028, -0.008, -0.086, -0.026, -0.004, 0.078, 0.079, 0.095, 0.139, 0.128, 0.159, 0.138, 0.121, 0.091, 0.070, 0.106, -0.054, -0.140, -0.029, -0.062, -0.044, -0.073, -0.078, 0.051, 0.096, 0.071, 0.050, 0.036, 0.100, -0.062, 0.144, 0.152, 0.070, 0.098, 0.098, -0.309]
}



[4]
{
  "formula": "C4H5N3O",
  "method": "ωB97M-V/def2-TZVPD",
  "de_lowest_kcal_mol": 113.4,
  "gap_ev": 9.5,
  "molar_mass_g_mol": 111.104,
  "symbols": ["O", "N", "C", "N", "C", "C", "C", "N", "H", "H", "H", "H", "H"],
  "coordinates": [[-2.375, 0.189, 1.544], [-1.311, -0.301, 2.253], [-0.179, -0.258, 1.571], [-0.021, 0.050, 0.275], [1.222, -0.368, -0.144], [1.168, -0.191, -1.487], [0.026, 0.444, -1.808], [-0.767, 0.549, -0.664], [-2.181, 0.255, 0.507], [0.822, -0.416, 2.216], [1.972, -0.769, 0.436], [2.107, 0.000, -1.988], [-0.484, 0.816, -2.711]],
  "lowdin_charge": [-0.110, 0.001, -0.171, -0.164, -0.045, -0.106, -0.092, 0.073, 0.113, 0.176, 0.098, 0.110, 0.118]
}